# 1
21
Properties=species:S:1:pos:R:3:forces:R:3:nbo_charge:R:1 method="wB97M-V/def2-TZVPD" e_tot_ha=-735.11679 multiplicity=2 charge=-1 relative_energy_kj_mol=13.06 s_squared=0.753 gap_ev="3.789 / 7.813"
C -11.71411 14.93644 18.50079 -1.2 -0.3 0.5 -0.485
N -10.95106 14.81827 19.76223 1.5 0.0 0.3 0.514
O -11.24153 15.48431 20.71867 -0.7 -0.1 -0.1 -0.299
O -9.92815 14.13451 19.70926 0.0 -0.4 -0.3 -0.460
H -12.74370 15.09721 18.82047 0.1 0.8 -0.2 0.239
H -11.74430 13.99445 17.95320 0.7 0.1 0.1 0.211
H -11.23976 15.75620 17.96126 -0.4 -0.1 0.0 0.236
C -13.26453 19.37162 18.91167 -0.5 -0.8 1.1 -0.478
N -12.99037 18.96381 20.28477 -1.1 2.0 -4.0 0.353
O -12.89206 19.85667 21.12208 0.4 3.4 3.1 -0.698
O -12.81523 17.79282 20.52490 0.9 -5.5 1.0 -0.652
H -12.38116 19.79594 18.43447 0.1 0.4 -0.2 0.163
H -14.10678 20.05318 19.03073 0.1 0.4 -0.7 0.190
H -13.57741 18.45703 18.40796 0.0 0.2 -0.3 0.187
C -13.03844 18.57239 24.14727 0.0 0.5 0.2 -0.505
N -13.26587 17.24687 24.83571 1.2 0.7 0.2 0.537
O -14.05552 17.22663 25.76498 -0.3 -0.2 -0.2 -0.418
O -12.51527 16.33044 24.54524 -0.7 0.4 -0.1 -0.372
H -13.75651 19.32256 24.47851 -0.5 -0.6 -0.1 0.211
H -13.00076 18.50027 23.06031 0.1 -0.3 -0.1 0.307
H -12.10246 18.97013 24.53948 0.3 -0.5 -0.2 0.218

# 2
17
Properties=species:S:1:pos:R:3:forces:R:3:nbo_charge:R:1 method="wB97M-V/def2-TZVPD" e_tot_ha=-757.27310 multiplicity=1 charge=0 relative_energy_kj_mol=354.25 gap_ev=7.906
C -1.55933 1.36855 -0.08718 1.0 -4.7 -0.5 0.787
C -0.99262 -2.64851 -0.19534 -1.4 2.5 0.7 -0.725
C 0.19588 -0.12170 -0.04972 -2.7 0.8 1.7 -0.325
N -0.84575 2.37124 0.27172 0.4 -0.2 -0.5 -0.837
N 2.46680 0.76700 -0.12780 0.8 -0.8 -0.6 -0.674
N 1.16708 0.79749 0.40859 0.0 -0.3 0.6 -0.526
O -2.63777 0.92671 -0.33988 0.5 1.3 0.3 -0.554
S 0.01362 -1.69121 0.97712 0.1 1.3 -0.5 0.111
H -0.57769 -2.63383 -1.18522 0.3 -0.2 -0.4 0.210
H -2.04004 -2.18449 -0.20174 1.4 -1.0 -0.1 0.233
H -0.95569 -3.58726 0.27683 -0.4 -1.5 0.1 0.225
H 0.34644 -0.57990 -0.96777 0.5 0.1 -2.2 0.174
H 0.14720 2.16148 0.40409 0.6 -0.4 -0.1 0.428
H -1.19233 3.17802 0.66004 -1.3 2.2 0.8 0.394
H 2.69917 -0.23402 -0.35565 0.0 1.7 -0.2 0.353
H 2.56604 1.46370 -0.89952 -0.2 -1.4 0.8 0.364
H 1.19899 0.64671 1.41145 0.5 0.4 0.1 0.361

# 3
16
Properties=species:S:1:pos:R:3:forces:R:3:nbo_charge:R:1 method="wB97M-V/def2-TZVPD" e_tot_ha=-682.11348 multiplicity=1 charge=0 relative_energy_kj_mol=137.61 gap_ev=9.894 smiles="[H]/N=C(/NN)SCC"
H 0.03476 1.00664 -1.71252 -0.8 0.4 0.4 0.355
N -0.75519 1.00538 -1.03927 1.1 -1.1 -0.9 -0.743
C -0.60697 -0.06895 -0.34990 0.3 0.9 -1.3 0.286
N -1.57783 -0.45024 0.49453 -0.4 -0.8 1.5 -0.472
N -2.77579 0.30842 0.56613 0.0 0.0 -1.0 -0.639
S 0.83362 -1.16533 -0.44076 0.3 0.8 0.7 0.151
C 1.79554 -0.11700 0.78164 -1.0 0.9 -0.4 -0.487
C 2.02910 1.32136 0.26583 -0.1 0.4 -0.4 -0.644
H -1.22485 -0.77438 1.39579 -0.5 -0.1 -0.4 0.381
H -2.53652 1.24338 0.20119 -0.1 -0.3 0.3 0.369
H -3.36542 -0.09390 -0.18830 0.3 0.4 0.8 0.350
H 1.18200 -0.14943 1.68368 0.2 0.2 0.0 0.202
H 2.74882 -0.55440 1.02581 0.2 -0.5 -0.2 0.228
H 1.16238 1.83372 -0.20922 0.4 -0.7 0.7 0.234
H 2.35068 2.01839 1.07163 0.2 -0.7 -0.5 0.219
H 2.76583 1.25786 -0.55115 0.1 0.2 0.5 0.210

# 4
16
Properties=species:S:1:pos:R:3:forces:R:3:nbo_charge:R:1 method="wB97M-V/def2-TZVPD" e_tot_ha=-682.03811 multiplicity=1 charge=0 relative_energy_kj_mol=335.50 gap_ev=9.395
C 0.76910 0.62427 -1.13389 -0.8 -0.1 1.6 -0.236
C 0.02394 -0.67391 -0.89117 -1.0 -0.2 -0.8 -0.256
C -2.00562 -0.19318 0.48554 1.2 4.0 0.4 -0.418
N 1.73520 -0.76848 2.12736 -2.7 1.5 -1.7 -1.036
N 1.12494 1.04864 0.22568 0.7 0.0 -0.5 -0.865
N -0.62346 -0.62412 0.42415 1.6 -1.1 -0.1 -0.618
S 0.50312 0.19331 1.57114 2.7 -2.7 -1.1 1.304
H 1.60884 0.41287 -1.74461 1.1 0.0 -0.5 0.192
H 0.24121 1.44584 -1.54042 -1.0 0.6 -0.9 0.181
H -0.71389 -0.98444 -1.66096 0.2 0.6 0.4 0.219
H 0.81889 -1.39386 -1.06120 -0.1 -0.8 1.1 0.205
H -2.06906 0.09492 1.55660 -1.2 -0.9 -0.4 0.219
H -2.12955 0.92767 0.03899 0.0 -2.4 0.2 0.148
H -2.71708 -0.89293 0.03830 0.2 0.2 0.5 0.220
H 2.25611 -1.26079 1.34596 -0.9 0.9 0.8 0.345
H 1.17732 2.04417 0.21855 0.0 0.5 1.0 0.396

# 5
16
Properties=species:S:1:pos:R:3:forces:R:3:nbo_charge:R:1 method="wB97M-V/def2-TZVPD" e_tot_ha=-682.10676 multiplicity=1 charge=0 relative_energy_kj_mol=155.25 gap_ev=8.675 smiles="CN/C(=N/N)SC"
C -1.27077 1.26141 1.21987 -0.6 -0.9 0.3 -0.403
N -1.22443 -0.00293 0.50398 -1.2 -0.7 -0.1 -0.633
C -0.44754 -0.20796 -0.61138 1.0 0.2 -0.6 0.238
N -0.83103 -1.01427 -1.51051 -1.3 0.4 0.7 -0.325
N -0.15553 -1.25272 -2.68515 0.5 -0.1 0.5 -0.628
S 1.13886 0.64746 -0.65009 0.0 -0.1 0.1 0.139
C 1.91923 -0.02112 0.85940 -0.6 1.1 1.4 -0.735
H -1.49482 2.13761 0.62363 0.0 0.2 -0.3 0.186
H -0.30917 1.35269 1.69200 0.2 0.6 0.5 0.195
H -2.07441 1.14249 1.97095 0.6 0.2 -0.2 0.207
H -2.12434 -0.45901 0.31545 0.4 0.4 0.4 0.392
H -0.13133 -2.26887 -2.72467 0.3 0.2 -0.5 0.356
H 0.78276 -0.85957 -2.58403 0.2 -0.4 -0.4 0.338
H 1.57995 0.52349 1.81115 0.7 -0.4 -1.5 0.211
H 2.99902 0.06188 0.71293 -0.2 0.0 0.2 0.233
H 1.64354 -1.04057 1.05647 0.0 -0.6 -0.4 0.229

# 6
16
Properties=species:S:1:pos:R:3:forces:R:3:nbo_charge:R:1 method="wB97M-V/def2-TZVPD" e_tot_ha=-681.94124 multiplicity=1 charge=0 relative_energy_kj_mol=589.82 gap_ev=8.819
C -0.50357 -1.54484 -1.39095 -1.2 -2.1 -5.2 -0.635
C -1.21185 -1.42503 -0.12966 3.8 3.9 2.8 -0.491
C -0.06712 1.06780 0.29384 2.7 -2.4 -5.7 0.236
H 0.62948 -1.39370 -1.16770 -2.1 -0.9 -1.4 0.271
H -1.02539 -2.73932 -1.93753 2.4 3.3 1.6 0.196
H -0.91568 -0.78574 -2.26860 1.2 -2.0 2.3 0.216
H -0.31128 -1.40488 0.63398 -2.4 -1.3 -0.6 0.230
H -2.08020 -1.95466 0.05814 -1.4 -1.2 0.6 0.230
H 0.11823 0.76568 -1.69602 -1.3 -0.2 -0.7 0.352
H -0.34459 1.52458 2.42614 3.7 -0.7 -4.2 0.413
H 2.37367 1.19586 0.80957 -1.6 0.7 2.5 0.400
H 2.00014 2.62673 1.78716 0.3 -3.6 0.0 0.345
N 0.67530 0.77611 -0.88839 0.2 2.7 6.4 -0.838
N 0.47515 1.43432 1.45028 -3.6 0.0 4.3 -0.448
N 1.86467 1.47802 1.77393 0.9 3.7 -3.0 -0.622
S -1.67696 0.37907 0.24582 -1.7 0.3 0.3 0.144